Computed, not measured: a structure of composition C61H66BaCl4N4O6S in a non-equilibrium geometry, with ωB97M-V/def2-TZVPD.

Each line ends with the Löwdin charge.
CARTESIAN COORDINATES (ANGSTROEM)
1 Ba -0.514 -0.121 0.401  1.997
2 C -5.999 -3.672 2.751  -0.099
3 C -5.680 -2.218 3.094  -0.211
4 C -4.220 -1.903 2.996  -0.143
5 C -3.290 -1.934 3.993  -0.146
6 C -3.517 -2.200 5.447  -0.214
7 C -3.609 -0.923 6.280  -0.101
8 C -2.007 -1.644 3.367  -0.251
9 C -0.764 -1.709 4.017  0.049
10 C 0.524 -1.762 3.471  -0.250
11 C 1.743 -2.059 4.221  -0.138
12 C 1.832 -2.216 5.705  -0.205
13 C 1.456 -3.616 6.191  -0.097
14 C 2.731 -2.213 3.298  -0.136
15 C 2.109 -2.011 1.992  -0.250
16 C 2.733 -2.257 0.757  0.043
17 C 2.156 -2.344 -0.516  -0.297
18 N 0.868 -2.065 -0.808  -0.031
19 C 0.670 -2.315 -2.119  -0.264
20 C -0.564 -2.254 -2.781  0.047
21 C -1.835 -2.037 -2.231  -0.261
22 N -2.078 -1.804 -0.932  -0.018
23 C -3.416 -1.742 -0.758  -0.252
24 C -4.058 -1.644 0.477  0.051
25 C -3.498 -1.603 1.767  -0.248
26 N -2.191 -1.425 2.047  -0.022
27 C -4.082 -1.907 -2.050  -0.138
28 C -3.098 -2.096 -2.967  -0.135
29 C -3.232 -2.219 -4.451  -0.201
30 C -3.075 -0.867 -5.146  -0.089
31 C -5.560 -1.890 -2.278  -0.209
32 C -6.222 -3.244 -2.025  -0.098
33 C 1.926 -2.751 -2.728  -0.154
34 C 2.849 -2.779 -1.725  -0.167
35 C 4.280 -3.206 -1.801  -0.205
36 C 4.487 -4.658 -1.370  -0.092
37 C 2.098 -3.142 -4.162  -0.208
38 C 1.614 -4.562 -4.458  -0.095
39 N 0.809 -1.705 2.153  -0.015
40 C 4.163 -2.576 3.530  -0.200
41 C 4.445 -4.067 3.340  -0.095
42 H -7.073 -3.872 2.800  0.061
43 H -5.491 -4.351 3.439  0.070
44 H -5.651 -3.914 1.746  0.062
45 H -6.040 -1.990 4.103  0.098
46 H -6.246 -1.557 2.430  0.104
47 H -2.709 -2.826 5.841  0.100
48 H -4.431 -2.787 5.576  0.097
49 H -2.696 -0.333 6.187  0.071
50 H -3.766 -1.145 7.339  0.060
51 H -4.432 -0.294 5.935  0.071
52 H -0.812 -1.841 5.094  0.090
53 H 1.184 -1.480 6.191  0.104
54 H 2.847 -1.976 6.039  0.097
55 H 0.444 -3.875 5.873  0.067
56 H 1.501 -3.690 7.281  0.061
57 H 2.127 -4.367 5.770  0.058
58 H 3.792 -2.493 0.809  0.093
59 H -0.535 -2.449 -3.849  0.096
60 H -5.143 -1.700 0.444  0.096
61 H -4.203 -2.661 -4.701  0.099
62 H -2.484 -2.919 -4.836  0.098
63 H -3.912 -0.208 -4.903  0.068
64 H -3.022 -0.979 -6.233  0.063
65 H -2.180 -0.355 -4.791  0.056
66 H -5.766 -1.561 -3.302  0.102
67 H -6.017 -1.131 -1.636  0.095
68 H -5.808 -4.006 -2.689  0.070
69 H -7.303 -3.200 -2.183  0.061
70 H -6.041 -3.576 -1.001  0.059
71 H 4.896 -2.555 -1.171  0.102
72 H 4.652 -3.069 -2.822  0.097
73 H 4.132 -4.806 -0.349  0.063
74 H 5.539 -4.952 -1.413  0.062
75 H 3.915 -5.333 -2.010  0.062
76 H 3.153 -3.053 -4.444  0.097
77 H 1.562 -2.434 -4.803  0.104
78 H 2.178 -5.288 -3.869  0.061
79 H 1.727 -4.816 -5.515  0.062
80 H 0.564 -4.674 -4.188  0.069
81 H 4.457 -2.278 4.542  0.097
82 H 4.803 -1.995 2.859  0.107
83 H 3.868 -4.663 4.050  0.060
84 H 5.504 -4.300 3.478  0.062
85 H 4.151 -4.391 2.339  0.058
86 O 1.207 1.306 -1.562  -0.566
87 S 2.573 0.713 -1.721  0.971
88 C 3.658 1.815 -0.787  -0.268
89 C 3.631 3.222 -1.294  -0.262
90 C 2.448 3.963 -1.234  -0.017
91 C 2.389 5.216 -1.823  -0.083
92 C 3.507 5.761 -2.441  -0.107
93 C 4.696 5.046 -2.468  -0.115
94 C 4.750 3.779 -1.906  -0.075
95 C 3.114 1.089 -3.426  -0.249
96 C 2.156 1.967 -4.182  -0.259
97 C 2.552 3.226 -4.622  -0.058
98 C 1.663 4.038 -5.312  -0.096
99 C 0.367 3.601 -5.543  -0.094
100 C -0.040 2.359 -5.077  -0.080
101 C 0.850 1.541 -4.400  -0.037
102 H 4.659 1.377 -0.837  0.097
103 H 3.283 1.735 0.243  0.072
104 H 1.577 3.540 -0.751  0.121
105 H 1.460 5.772 -1.785  0.110
106 H 3.451 6.745 -2.891  0.098
107 H 5.575 5.468 -2.943  0.093
108 H 5.676 3.212 -1.945  0.107
109 H 3.212 0.114 -3.908  0.084
110 H 4.105 1.549 -3.378  0.084
111 H 3.547 3.585 -4.386  0.094
112 H 1.977 5.022 -5.641  0.093
113 H -0.338 4.242 -6.060  0.093
114 H -1.066 2.036 -5.180  0.064
115 H 0.496 0.605 -3.986  0.104
116 C -1.876 5.704 3.351  -0.031
117 C -0.678 6.095 2.546  -0.192
118 C -0.688 7.187 1.698  -0.078
119 C 0.429 7.494 0.935  -0.669
120 Cl 0.384 8.895 -0.124  0.594
121 C 1.556 6.705 0.971  -0.127
122 C 1.583 5.600 1.814  0.007
123 C 0.492 5.320 2.632  -0.228
124 O 0.444 4.330 3.547  -0.035
125 C 1.507 3.383 3.565  -0.101
126 C 1.389 2.322 2.450  -0.698
127 O 2.448 1.707 2.198  -0.048
128 O 0.257 2.169 1.953  -0.122
129 H -2.725 6.341 3.102  0.073
130 H -1.680 5.785 4.423  0.081
131 H -2.142 4.663 3.161  0.094
132 H -1.575 7.801 1.610  0.104
133 H 2.401 6.923 0.331  0.095
134 H 2.447 4.953 1.808  0.112
135 H 1.424 2.877 4.529  0.128
136 H 2.482 3.870 3.542  0.109
137 Cl -3.066 4.146 -1.307  0.574
138 C -3.391 2.643 -2.190  -1.463
139 Cl -3.423 3.016 -3.932  0.561
140 Cl -5.017 2.042 -1.741  0.561
141 C -2.335 1.538 -1.800  -0.856
142 O -1.705 0.999 -2.703  -0.019
143 O -2.293 1.351 -0.571  -0.286

The total energy comes out at -144200.359 eV. The calculation puts the HOMO energy at -1.6 eV. The charge is -2. Its LUMO energy is 3.79 eV. For the HOMO-LUMO gap, the calculation gives 0.1980 hartree. As for the strongest force on any atom: 0.02388 Eh/bohr. The value obtained for the energy relative to the best compared isomer or geometry (same formula, charge and spin) is 22.8 kJ/mol.